{"formula": "C4H14N", "method": "ωB97M-V/def2-TZVPD", "symbols": ["C", "C", "C", "N", "H", "H", "H", "H", "H", "H", "H", "H", "H", "H", "C", "H", "H", "H", "H"], "xyz": [[0.087, -0.824, 0.803], [-0.859, -1.020, -0.363], [-2.141, -1.746, 0.028], [1.433, -0.373, 0.282], [-0.244, -0.032, 1.471], [0.262, -1.729, 1.378], [-0.356, -1.586, -1.145], [-1.105, -0.048, -0.791], [-1.926, -2.663, 0.573], [-2.756, -1.129, 0.676], [-2.710, -1.962, -0.865], [1.812, -1.090, -0.338], [1.306, 0.488, -0.262], [2.106, -0.190, 1.030], [1.037, 2.771, -0.489], [0.558, 2.515, 0.458], [0.639, 2.125, -1.277], [2.118, 2.713, -0.413], [0.740, 3.779, -0.752]], "forces_ev_per_a": [[0.035, 0.203, 0.126], [-0.073, -0.039, -0.001], [0.199, 0.248, 0.267], [-0.133, -0.006, -0.076], [-0.089, -0.079, 0.097], [-0.043, -0.074, -0.012], [0.143, -0.170, -0.119], [0.002, 0.107, -0.064], [-0.012, -0.165, -0.148], [-0.103, 0.124, 0.080], [-0.156, -0.180, -0.091], [0.141, 0.039, -0.017], [0.157, 0.022, 0.051], [-0.052, -0.020, -0.079], [-0.391, -0.213, 0.022], [0.071, 0.081, 0.061], [0.152, -0.029, -0.080], [0.088, -0.007, -0.046], [0.064, 0.160, 0.029]], "homo_energy_ev": -16.17, "charge": 1}


{"formula": "C7H8INO2", "method": "ωB97M-V/def2-TZVPD", "symbols": ["C", "C", "C", "I", "C", "C", "C", "C", "N", "O", "O", "H", "H", "H", "H", "H", "H", "H", "H"], "xyz": [[-0.779, -1.997, 0.154], [-0.037, -0.730, 0.560], [1.357, -0.597, 0.009], [2.443, -2.302, -0.603], [1.915, 0.607, -0.150], [1.217, 1.802, 0.276], [-0.087, 1.783, 0.549], [-0.880, 0.544, 0.278], [-1.408, 0.651, -1.153], [-0.703, 1.164, -1.978], [-2.512, 0.200, -1.332], [-0.990, -2.014, -0.912], [-1.720, -2.068, 0.695], [-0.187, -2.875, 0.399], [0.083, -0.749, 1.656], [2.901, 0.730, -0.570], [1.794, 2.710, 0.369], [-0.627, 2.664, 0.858], [-1.779, 0.477, 0.897]], "forces_ev_per_a": [[0.017, -0.028, 0.153], [-0.265, -0.080, -0.206], [0.323, 0.254, -0.680], [-0.162, 0.329, 0.184], [0.165, -0.547, -0.038], [-0.375, 0.122, 0.332], [0.050, 0.056, 0.026], [0.462, 0.067, 0.820], [0.227, -0.427, 0.781], [0.205, 0.143, -0.603], [-0.632, -0.255, -0.317], [-0.008, -0.024, -0.112], [-0.111, 0.041, -0.032], [-0.032, -0.020, -0.001], [-0.130, 0.130, -0.102], [0.140, -0.125, 0.002], [0.001, 0.137, 0.060], [0.016, 0.172, -0.001], [0.108, 0.055, -0.267]], "smiles": "C[C@H]1C(I)=CC=C[C@H]1[N+](=O)[O-]", "homo_energy_ev": -8.77, "charge": 0}


{"formula": "C15H46KNO11", "method": "ωB97M-V/def2-TZVPD", "symbols": ["K", "N", "O", "O", "O", "O", "H", "H", "O", "H", "H", "O", "H", "H", "C", "C", "C", "O", "H", "H", "H", "H", "H", "H", "H", "H", "C", "C", "C", "O", "H", "H", "H", "H", "H", "H", "H", "H", "C", "C", "C", "O", "H", "H", "H", "H", "H", "H", "H", "H", "C", "C", "C", "O", "H", "H", "H", "H", "H", "H", "H", "H", "C", "C", "C", "O", "H", "H", "H", "H", "H", "H", "H", "H"], "xyz": [[-3.171, -3.021, -1.216], [-0.416, -0.542, -0.899], [-1.363, 0.099, -1.370], [0.753, -0.108, -0.994], [-0.720, -1.654, -0.440], [0.567, -1.695, -3.848], [0.414, -2.627, -3.688], [0.785, -1.337, -2.987], [-4.066, -0.188, -1.539], [-3.119, -0.083, -1.630], [-4.421, 0.097, -2.381], [0.895, -4.197, -0.698], [0.937, -3.253, -0.543], [0.804, -4.580, 0.174], [-1.638, -4.487, 2.200], [-3.160, -4.169, 2.310], [-3.421, -2.690, 2.436], [-3.759, -4.641, 1.099], [-1.381, -5.544, 2.136], [-1.254, -4.163, 3.167], [-1.219, -3.934, 1.359], [-3.567, -4.684, 3.181], [-3.012, -2.053, 1.653], [-3.092, -2.315, 3.406], [-4.495, -2.505, 2.464], [-3.869, -5.555, 1.371], [3.788, 2.072, 1.913], [2.518, 2.612, 1.270], [2.851, 2.894, -0.179], [1.385, 1.778, 1.389], [4.612, 2.726, 1.630], [4.119, 1.084, 1.594], [3.723, 1.967, 2.996], [2.267, 3.576, 1.712], [3.040, 1.962, -0.712], [3.693, 3.582, -0.250], [2.051, 3.509, -0.592], [1.425, 1.218, 0.610], [-2.539, 2.722, 1.619], [-1.606, 2.106, 2.697], [-1.357, 0.639, 2.438], [-0.414, 2.833, 2.860], [-3.490, 2.190, 1.584], [-2.292, 2.618, 0.562], [-2.570, 3.779, 1.881], [-2.179, 2.213, 3.618], [-2.241, 0.141, 2.040], [-1.037, 0.271, 3.412], [-0.579, 0.486, 1.689], [0.294, 2.389, 2.387], [5.024, -1.673, 0.554], [3.806, -1.213, -0.211], [3.775, -2.059, -1.496], [2.675, -1.470, 0.493], [5.242, -1.202, 1.512], [5.962, -1.511, 0.024], [4.939, -2.735, 0.789], [3.781, -0.143, -0.417], [3.937, -3.119, -1.297], [4.574, -1.794, -2.188], [2.922, -2.037, -2.175], [2.004, -0.941, 0.055], [-0.719, 4.162, -3.897], [-1.188, 3.017, -2.969], [-2.699, 2.963, -2.753], [-0.820, 1.777, -3.546], [-1.279, 4.209, -4.831], [0.353, 4.278, -4.056], [-1.149, 4.995, -3.340], [-0.609, 3.076, -2.048], [-3.142, 3.934, -2.534], [-2.916, 2.239, -1.967], [-3.137, 2.639, -3.697], [-0.807, 1.071, -2.895]], "forces_ev_per_a": [[0.235, 0.343, 0.271], [-1.051, -0.438, -0.764], [0.067, 1.348, -0.343], [-0.434, -0.318, 0.419], [1.166, -0.811, 0.734], [-0.243, 0.013, -0.263], [0.080, -0.300, 0.043], [0.239, 0.274, 0.297], [-0.711, -0.774, 0.053], [0.878, 0.283, 0.197], [-0.201, 0.192, -0.186], [-0.235, -0.465, -0.405], [0.070, 0.527, 0.191], [0.110, -0.057, 0.215], [-0.982, 0.482, 1.116], [1.959, 0.474, -0.635], [-0.705, 0.299, 0.612], [-0.598, -0.423, 0.385], [-0.367, -0.096, -0.259], [0.652, 0.284, -0.208], [0.194, 0.059, 0.185], [-0.244, -0.091, -0.039], [0.343, -0.225, -0.060], [0.411, 0.013, -0.107], [-0.173, -0.132, -0.206], [-0.386, -0.459, -1.004], [0.227, -0.368, 0.649], [1.333, 0.513, -0.190], [-0.566, 0.917, -0.027], [0.888, -0.267, -0.390], [-0.002, 0.203, 0.373], [-0.485, -0.174, -0.491], [-0.059, 0.358, 0.093], [-0.122, -0.085, 0.370], [-0.048, 0.181, -0.324], [0.368, -0.399, 0.075], [-0.343, -0.569, -0.493], [-0.517, -0.477, -0.144], [0.450, -0.127, 0.132], [-0.833, 0.328, -1.491], [0.224, 0.057, 0.277], [-0.743, 0.542, 0.801], [-0.445, 0.406, 0.786], [1.080, 0.069, 0.001], [-0.673, 0.030, -0.291], [0.049, -0.052, 0.247], [-0.145, -0.066, 0.410], [0.089, -0.812, -0.278], [0.105, 0.061, 0.176], [0.075, -0.228, -0.383], [0.920, 0.169, 0.741], [1.205, -0.694, -1.694], [0.812, -0.042, -1.225], [-1.790, -0.553, 1.933], [-0.648, 0.380, 0.144], [-0.157, -0.160, -0.497], [-0.088, -0.094, -0.210], [0.781, 0.204, -0.380], [-0.089, -0.011, 0.434], [0.422, 0.212, 0.137], [-0.601, 0.481, 0.570], [-0.743, -0.162, 0.055], [-1.564, 0.025, 1.041], [0.799, -0.688, -0.813], [0.347, 0.534, -0.169], [0.429, -0.204, -1.184], [0.216, -0.489, -0.233], [-0.171, -0.248, 0.171], [0.588, 0.730, -0.083], [-0.306, 0.444, 0.433], [0.016, 0.019, 0.345], [-0.181, 0.144, -0.013], [-0.053, -0.176, -0.011], [-0.124, 0.138, 0.378]], "homo_energy_ev": -9.04, "charge": 0}


{"formula": "C25H21F6N4OPS2W", "method": "ωB97M-V/def2-TZVPD", "symbols": ["W", "C", "C", "C", "C", "C", "H", "H", "H", "H", "H", "S", "N", "C", "C", "C", "C", "C", "N", "C", "C", "N", "C", "C", "C", "C", "C", "N", "H", "H", "H", "H", "H", "H", "C", "C", "C", "C", "C", "C", "C", "S", "C", "O", "H", "H", "H", "H", "H", "H", "H", "H", "H", "H", "F", "P", "F", "F", "F", "F", "F"], "xyz": [[-0.246, 1.440, 0.971], [-2.054, 2.824, 1.501], [-1.782, 1.992, 2.626], [-0.508, 2.344, 3.132], [0.000, 3.402, 2.332], [-0.961, 3.713, 1.346], [-2.925, 2.771, 0.865], [-2.428, 1.216, 3.005], [-0.003, 1.886, 3.970], [0.955, 3.885, 2.470], [-0.856, 4.449, 0.563], [5.954, -2.665, 2.205], [5.802, -1.185, 1.602], [4.518, -0.865, 1.685], [3.933, 0.395, 1.281], [4.671, 1.484, 0.795], [4.012, 2.650, 0.475], [2.628, 2.712, 0.614], [1.911, 1.685, 1.078], [2.557, 0.535, 1.421], [1.741, -0.522, 1.983], [0.406, -0.268, 2.105], [-0.369, -1.160, 2.738], [0.134, -2.351, 3.244], [1.472, -2.648, 3.066], [2.301, -1.718, 2.428], [3.725, -1.892, 2.243], [4.421, -2.969, 2.579], [5.745, 1.392, 0.688], [4.546, 3.514, 0.106], [2.086, 3.602, 0.322], [-1.414, -0.907, 2.847], [-0.527, -3.030, 3.762], [1.899, -3.574, 3.430], [-2.447, -2.319, -5.833], [-2.393, -1.986, -4.379], [-3.382, -1.184, -3.788], [-3.345, -0.878, -2.445], [-2.294, -1.383, -1.670], [-1.289, -2.176, -2.238], [-1.350, -2.473, -3.583], [-2.175, -1.175, 0.040], [-3.865, -1.248, 0.594], [-1.871, 0.357, 0.415], [-3.365, -1.966, -6.297], [-2.366, -3.396, -5.982], [-1.600, -1.864, -6.352], [-4.194, -0.809, -4.395], [-4.123, -0.257, -2.021], [-0.490, -2.573, -1.625], [-0.590, -3.103, -4.027], [-4.448, -0.458, 0.127], [-3.873, -1.144, 1.677], [-4.244, -2.230, 0.313], [0.434, 0.310, -0.612], [0.358, 1.467, -2.252], [0.626, 0.241, -3.131], [0.261, 2.634, -3.229], [0.010, 2.589, -0.793], [1.844, 1.682, -1.858], [-1.172, 1.203, -2.129]], "forces_ev_per_a": [[-0.025, 0.263, -0.390], [0.106, -0.169, 0.035], [0.070, -0.118, -0.128], [0.157, -0.158, -0.008], [0.072, -0.089, 0.082], [0.085, -0.128, 0.038], [0.016, 0.031, 0.032], [-0.029, 0.061, 0.020], [-0.025, 0.056, 0.013], [-0.022, 0.012, -0.005], [0.002, -0.012, 0.009], [-0.103, 0.030, -0.072], [-0.021, 0.048, 0.065], [0.058, -0.047, -0.035], [0.094, 0.044, 0.027], [-0.045, -0.030, 0.022], [-0.157, -0.007, 0.017], [0.172, 0.002, -0.023], [-0.074, -0.075, -0.064], [-0.101, 0.046, 0.027], [-0.030, 0.081, 0.002], [-0.115, 0.121, -0.072], [0.092, -0.089, -0.001], [0.024, 0.088, -0.061], [-0.037, 0.055, -0.010], [-0.011, -0.026, 0.087], [0.037, -0.060, 0.012], [-0.015, 0.057, 0.033], [0.017, 0.001, -0.006], [-0.010, 0.019, -0.005], [0.002, -0.002, -0.002], [0.005, -0.010, -0.010], [-0.017, -0.002, 0.002], [-0.004, -0.019, 0.008], [0.045, -0.031, -0.072], [0.007, 0.014, 0.096], [0.059, -0.016, 0.032], [0.078, -0.028, 0.006], [-0.033, -0.018, -0.078], [-0.126, 0.016, 0.013], [-0.068, 0.054, -0.010], [0.122, -0.005, 0.047], [-0.033, -0.034, -0.004], [-0.117, 0.164, 0.051], [-0.002, -0.009, -0.012], [-0.024, 0.014, 0.000], [-0.023, 0.003, -0.004], [-0.002, 0.002, -0.019], [0.012, -0.011, 0.016], [0.014, -0.008, 0.022], [0.012, -0.006, -0.013], [0.007, -0.019, 0.002], [0.011, -0.004, 0.009], [-0.024, 0.002, -0.003], [-0.068, 0.033, 0.328], [-0.172, 0.148, -0.022], [0.040, 0.018, 0.092], [0.006, 0.004, -0.004], [-0.093, -0.277, -0.041], [0.042, 0.023, -0.010], [0.162, -0.002, -0.060]], "homo_energy_ev": [-17.13, -17.13], "spin_multiplicity": 2, "charge": 3}


Taking the records one at a time from the top gives energy above the lowest of the compared OMol25 structures with the same formula, charge and spin values of 2.7; 80.3; 0.0; 0.0 kcal per mole.
Taking the records one at a time from the top gives strongest force on any atom values of 0.45; 0.94; 2.69; 0.47 eV/Å.